[1]
Density functional theory data (ωB97M-V/def2-TZVPD) for a structure of composition C34H43AsMnN2P2S at a distorted geometry.

Geometry (Å):
Mn1 1.2164 -0.8954 -0.1757
S1 3.2499 0.1671 0.0331
C1 3.0092 1.7487 0.7174
C2 4.1165 2.6022 0.7870
C3 3.9870 3.8342 1.3990
C4 2.7680 4.2186 1.9476
C5 1.6743 3.3656 1.8903
C6 1.7851 2.1311 1.2677
As1 0.3940 0.7873 1.3407
C7 -1.2523 1.7867 1.0859
C8 -1.2837 3.0152 0.4369
C9 -2.4907 3.6792 0.2618
C10 -3.6700 3.1234 0.7382
C11 -3.6438 1.8978 1.3935
C12 -2.4408 1.2316 1.5625
C13 0.3392 0.4793 3.2597
C14 -0.3859 1.3154 4.1064
C15 -0.2896 1.1538 5.4793
C16 0.5333 0.1713 6.0139
C17 1.2591 -0.6583 5.1723
C18 1.1659 -0.5041 3.7972
H1 5.0617 2.2828 0.3674
H2 4.8437 4.4906 1.4695
H3 2.6800 5.1769 2.4416
H4 0.7348 3.6543 2.3462
H5 -0.3640 3.4626 0.0809
H6 -2.5079 4.6412 -0.2345
H7 -4.6079 3.6495 0.6172
H8 -4.5547 1.4700 1.7919
H9 -2.4125 0.2894 2.0989
H10 -1.0266 2.0879 3.7022
H11 -0.8563 1.8024 6.1341
H12 0.6091 0.0557 7.0867
H13 1.9058 -1.4209 5.5857
H14 1.7545 -1.1375 3.1426
C19 -2.0440 -2.4003 0.8255
P1 -0.2480 -2.6328 0.5356
C20 0.1230 -3.5522 2.0689
C21 -0.1432 -3.9701 -0.7324
C22 1.2667 -4.0188 -1.3216
P2 1.8004 -2.3414 -1.8549
C23 1.1077 -2.2410 -3.5433
C24 3.5709 -2.5626 -2.1910
H15 -2.5304 -3.3728 0.8932
H16 -2.5334 -1.8015 0.0616
H17 -2.1454 -1.8873 1.7833
H18 -0.6907 -4.2593 2.2318
H19 0.1876 -2.8735 2.9187
H20 1.0658 -4.0827 1.9762
H21 -0.8769 -3.7643 -1.5175
H22 -0.4009 -4.9183 -0.2594
H23 1.3237 -4.7004 -2.1719
H24 1.9898 -4.3487 -0.5733
H25 1.5754 -3.0120 -4.1557
H26 1.3106 -1.2642 -3.9792
H27 0.0297 -2.4135 -3.5223
H28 3.7064 -3.4825 -2.7599
H29 4.1191 -2.6278 -1.2518
H30 3.9526 -1.7216 -2.7708
N1 3.0960 -2.7810 1.4287
C25 2.3794 -2.0851 0.8430
C26 -3.7297 -1.2177 -2.0301
N2 -2.5599 -0.4971 -2.5909
C27 -2.9482 0.1959 -3.8477
C28 -1.9321 0.4072 -1.5398
C29 -0.6479 1.0258 -2.0201
C30 -0.7416 2.2070 -2.7677
C31 0.3555 2.7366 -3.4096
C32 1.5500 2.0322 -3.3484
C33 1.6466 0.8951 -2.5664
C34 0.5819 0.3868 -1.7883
H31 -4.1573 -1.8809 -2.7785
H32 -4.4847 -0.4942 -1.7288
H33 -3.4301 -1.8019 -1.1641
H34 -1.8395 -1.1802 -2.8328
H35 -3.6773 0.9708 -3.6193
H36 -3.3916 -0.5222 -4.5345
H37 -2.0797 0.6408 -4.3187
H38 -1.7220 -0.2314 -0.6840
H39 -2.6808 1.1525 -1.2645
H40 -1.6956 2.7202 -2.8211
H41 0.2787 3.6564 -3.9738
H42 2.4165 2.3775 -3.8980
H43 2.5961 0.3810 -2.5798

Values from the calculation:
Multiplicity: 2
Frontier orbital gap (spin up / spin down): 5.663 / 5.520 eV
Total charge: +2
Lowest unoccupied orbital energy (spin up / spin down): -7.75 / -7.75 eV
HOMO energy (spin up / spin down): -13.4 / -13.3 eV
Energy relative to the best compared isomer or geometry (same formula, charge and spin): 50.1 kcal per mole
Expectation value of S²: 0.80

Partial charges, Mulliken, in e: Mn 0.495; S -0.402; C 1.009; C -0.813; C -0.806; C -0.860; C -0.174; C -0.396; As 1.881; C 0.207; C -0.619; C -0.889; C -0.721; C -1.160; C -0.509; C 0.966; C -0.695; C -0.817; C -0.630; C -0.808; C -0.710; H 0.503; H 0.431; H 0.459; H 0.463; H 0.478; H 0.482; H 0.453; H 0.510; H 0.592; H 0.392; H 0.451; H 0.418; H 0.482; H 0.612; C -1.372; P 1.719; C -1.530; C -1.120; C -1.197; P 1.438; C -1.248; C -1.567; H 0.655; H -0.575; H 0.372; H 0.542; H 0.335; H 0.449; H 0.371; H 0.622; H 0.710; H 0.517; H 0.532; H 0.367; H 0.339; H 0.536; H 0.412; H 0.338; N -0.681; C -0.618; C -0.504; N 0.789; C -0.776; C -0.367; C -0.043; C -0.259; C -0.949; C -1.026; C -0.443; C 1.506; H 0.403; H 0.413; H 0.342; H 0.234; H 0.373; H 0.433; H 0.262; H -1.096; H 0.226; H 0.501; H 0.505; H 0.519; H 0.337

[2]
Density functional theory data (ωB97M-V/def2-TZVPD) for a cluster of 4 separate species, CH11NO3 in total at a distorted geometry.

Geometry (Å):
C1 -0.2875 -0.6833 -2.7338
N1 -0.3065 -0.6356 -1.2660
H1 0.2063 -1.6030 -3.0517
H2 -1.2571 -0.6385 -3.2292
H3 0.3677 0.0997 -3.1177
H4 -1.0843 -1.2181 -0.9794
H5 -0.4887 0.3000 -0.9379
O1 -0.2849 1.4464 2.1815
H6 0.3053 1.4121 1.4077
H7 -0.4798 2.3817 2.2591
O2 -0.8417 -1.3496 3.0316
H8 -0.2549 -1.0638 3.7286
H9 -1.1943 -0.5920 2.5704
O3 1.6647 1.0476 0.1265
H10 1.4031 0.2846 -0.4268
H11 2.5328 0.8117 0.4371

Values from the calculation:
Multiplicity: 1
Frontier orbital gap: 10.707 eV
SMILES: CN.O.O.O
Lowest unoccupied orbital energy: 0.71 eV
HOMO energy: -10.0 eV
Energy relative to the best compared isomer or geometry (same formula, charge and spin): 11.9 kcal per mole

Partial charges, Mulliken, in e: C -0.783; N -0.568; H 0.292; H 0.297; H 0.292; H 0.220; H 0.217; O -0.633; H 0.387; H 0.309; O -0.642; H 0.304; H 0.323; O -0.707; H 0.379; H 0.314

> Which of these has the highest multiplicity?

C34H43AsMnN2P2S

> multiplicity of number 1 (C34H43AsMnN2P2S)?

2

> The highest multiplicity belongs to which entry?

C34H43AsMnN2P2S

> What is the multiplicity in the second record?

1